Molecular formula: C4H13NOS2
Method: DFT, ωB97M-V/def2-TZVPD

Cartesian coordinates (Å):
S: 0.909690 -1.744292 2.547223
S: -0.043007 -0.053812 3.331753
O: -0.359040 2.197700 1.531924
N: -0.793107 0.649784 -0.897442
C: 0.192519 0.821708 -1.993915
C: 1.212907 -1.140396 0.734688
C: -1.073625 -0.786986 -0.555025
C: 0.200163 -1.570257 -0.355462
H: -0.828699 3.023463 1.348793
H: -1.792287 -0.915113 0.206093
H: 2.205386 -1.374175 0.403174
H: -0.029916 -2.621424 -0.086957
H: 1.119592 -0.039114 0.897724
H: -0.107342 1.549210 -2.704344
H: 0.729391 -1.525628 -1.311265
H: 1.087842 1.185502 -1.462929
H: -0.589119 1.634511 0.769781
H: 0.524412 -0.073610 -2.518275
H: -1.618394 1.159506 -1.169892
H: 0.683878 0.927830 2.680855
H: -1.631242 -1.304408 -1.396503

Forces on the atoms, in the same order (eV/Å):
0.4492 0.6084 -1.5136
0.3830 0.0638 -0.4839
-0.3873 0.8752 -0.2891
-0.1199 -1.0700 -0.1490
1.1953 -0.1519 1.9059
-1.8431 1.4862 1.0705
-0.3041 0.1258 -2.3400
0.6432 -0.8627 1.0329
0.2402 -0.1069 0.1564
-0.4347 0.5245 1.5478
0.5667 -0.3107 0.3118
-0.1402 0.4221 -0.7022
0.4681 -0.7751 -0.3851
-0.4251 0.6952 -0.5752
0.0830 -0.4952 0.2236
0.0702 0.0780 -0.6558
0.1695 -0.2294 -0.2349
-0.5484 -0.1262 -0.0610
-0.4744 -0.3869 0.1017
-0.3361 -0.8708 0.7397
0.7450 0.5065 0.2992

Summary:
M (g mol⁻¹): 155.29
HOMO-LUMO gap (eV): 8.558
F_max (eV/Å): 2.6
HOMO (eV): -7.897
Spin multiplicity: 1
LUMO energy (eV): 0.7
Total charge: 0
ΔE to the lowest compared entry with this formula, charge and spin (kJ/mol): 140.90

=====

Molecular formula: C4H13NOS2
Method: DFT, ωB97M-V/def2-TZVPD

Cartesian coordinates (Å):
S: 3.815040 0.619229 -0.521792
S: 2.084477 1.502175 0.160671
O: 1.009201 -3.013525 -1.234626
N: -1.631083 0.240608 -0.059120
C: 0.783751 0.271777 -0.241988
C: -2.115236 1.198503 -1.053264
C: -0.299374 -0.117699 1.971711
C: -0.414592 0.608556 0.637949
H: 1.203207 -0.714577 -0.032908
H: -1.502974 1.139191 -1.962175
H: 0.492965 0.420333 -1.272532
H: 1.014989 -3.206119 -2.183246
H: -1.228450 -0.164299 2.542434
H: 0.075765 -2.827674 -1.067498
H: -0.399519 1.706773 0.788135
H: -2.370572 -0.087067 0.538880
H: -3.149017 0.962030 -1.284006
H: -0.032935 -1.167147 1.780607
H: 4.172368 0.054871 0.634166
H: 0.498197 0.339815 2.550570
H: -2.006212 2.234245 -0.691978

Forces on the atoms, in the same order (eV/Å):
-0.2379 0.1966 -0.0457
0.1169 -0.0931 -0.1334
-0.3623 -0.0686 -0.3756
-0.1949 -0.2953 -0.5522
0.5362 0.5553 0.3397
0.7868 -0.1410 0.3959
0.0729 -0.4828 -0.2771
-0.3857 -0.0109 0.1611
-0.2839 0.0578 -0.3363
-0.2645 -0.0747 0.0193
0.1885 -0.3194 -0.3068
0.1975 0.0325 0.2501
0.0185 0.4417 0.0294
0.1263 0.0489 0.1432
-0.1176 -0.1228 0.2091
0.0478 0.2049 0.2619
-0.0401 0.1518 -0.1557
0.0532 0.2150 0.0502
0.1050 -0.1618 0.1183
-0.0348 -0.0722 0.2276
-0.3278 -0.0619 -0.0231

Summary:
M (g mol⁻¹): 155.29
HOMO-LUMO gap (eV): 9.488
F_max (eV/Å): 0.9
HOMO (eV): -8.780
Spin multiplicity: 1
LUMO energy (eV): 0.7
Total charge: 0
ΔE to the lowest compared entry with this formula, charge and spin (kJ/mol): 63.62

=====

Molecular formula: C4H13NS
Method: DFT, ωB97M-V/def2-TZVPD

Cartesian coordinates (Å):
S: 0.979250 -2.888256 0.718892
N: 1.201690 2.192733 -0.184022
C: -0.669488 -2.067024 0.535105
C: 1.138751 1.812856 1.206204
C: -0.046737 2.174006 -0.990775
C: -1.144428 -2.162523 -0.916671
H: 0.021186 1.410621 -1.756545
H: -0.146861 3.166318 -1.430945
H: 1.589607 0.829895 1.377255
H: -0.885489 2.074014 -0.300786
H: -0.472145 -1.028139 0.794927
H: 1.678937 3.052225 -0.346168
H: -0.401087 -1.701468 -1.564707
H: -1.429254 -3.167835 -1.212667
H: -2.036816 -1.538626 -1.058472
H: 0.111460 1.744089 1.584461
H: -1.439430 -2.434290 1.204688
H: 1.562847 2.605069 1.828013
H: 0.388006 -4.073663 0.512204

Forces on the atoms, in the same order (eV/Å):
-1.1450 -0.1066 0.2081
-0.6333 -0.3133 -0.8566
0.5340 0.2926 -0.7556
-0.4380 0.1931 0.2006
1.1561 0.6924 1.1599
-0.4270 1.0320 0.3112
-0.4425 -0.1692 -0.0891
-0.1677 -0.1470 -0.4056
0.2274 0.2333 0.2174
-0.2662 -0.4150 -0.3024
-0.1075 0.0768 -0.0032
0.2652 0.3225 0.2388
0.1440 -0.4800 -0.1911
0.3533 -0.1445 -0.0937
-0.0595 -0.1230 0.1819
-0.1720 -0.0611 -0.2453
0.2555 -0.2823 0.3280
0.4583 -0.3767 0.0845
0.4649 -0.2242 0.0122

Summary:
M (g mol⁻¹): 107.22
HOMO-LUMO gap (eV): 9.486
F_max (eV/Å): 1.8
HOMO (eV): -8.540
Spin multiplicity: 1
LUMO energy (eV): 0.9
Total charge: 0
ΔE to the lowest compared entry with this formula, charge and spin (kJ/mol): 85.51

=====

Molecular formula: C4H13NS
Method: DFT, ωB97M-V/def2-TZVPD

Cartesian coordinates (Å):
S: 0.712977 -1.767072 0.107371
N: -1.773832 -0.256440 0.482489
C: 1.184591 1.535461 -0.298664
C: 2.081449 0.520549 -0.977896
C: 1.353039 -0.793722 -1.301021
C: -2.346508 -0.675683 1.780768
H: 0.314969 1.769940 -0.916771
H: 2.433842 0.935461 -1.927713
H: 0.887294 1.154334 0.682004
H: -2.375986 -0.536198 -0.279919
H: 1.683357 2.478903 -0.061221
H: 2.959829 0.323856 -0.361865
H: -2.230151 -1.761473 1.827375
H: 2.043031 -1.438835 -1.845590
H: -1.789739 -0.188090 2.571622
H: -0.711066 -0.960223 0.296052
H: 0.548230 -0.558036 -2.006450
H: -1.554113 0.727872 0.417589
H: -3.421213 -0.510605 1.811840

Forces on the atoms, in the same order (eV/Å):
-0.3406 0.2788 0.0160
-0.6485 -0.1847 0.1804
0.1553 0.2287 0.5756
-0.1619 -0.1626 -0.1242
0.1261 0.1920 -0.1265
-0.0317 -0.4268 -0.7847
-0.1172 -0.0481 0.0595
0.0969 -0.0132 0.0069
-0.3131 -0.1543 -0.1299
-0.1105 0.2005 -0.1505
0.1340 -0.0190 -0.3134
-0.0020 -0.0515 0.0482
0.2875 0.1047 0.2411
-0.0227 -0.0632 0.0224
-0.1831 -0.0564 0.1903
1.2481 -0.2708 -0.0898
-0.0846 -0.0919 0.0820
-0.0759 0.0926 0.0083
0.0438 0.4451 0.2882

Summary:
M (g mol⁻¹): 107.22
HOMO-LUMO gap (eV): 7.945
F_max (eV/Å): 1.3
HOMO (eV): -7.388
Spin multiplicity: 1
LUMO energy (eV): 0.6
Total charge: 0
ΔE to the lowest compared entry with this formula, charge and spin (kJ/mol): 70.61

=====

Molecular formula: C4H13NS
Method: DFT, ωB97M-V/def2-TZVPD

Cartesian coordinates (Å):
S: -0.181460 5.075450 3.431215
N: 1.318988 -3.255275 -3.012794
C: 1.188400 -4.702955 -3.352010
C: -1.248780 4.079311 4.530671
C: -0.165017 3.747828 2.192732
C: 0.083768 -2.543963 -2.493950
H: 1.396486 -2.761674 -3.896337
H: -1.184693 3.350447 2.119032
H: 0.560099 2.935886 2.527927
H: -1.882493 3.174608 4.120117
H: 0.376093 -4.938243 -4.117697
H: 1.563382 -5.331847 -2.509392
H: -0.555161 -3.123739 -1.725337
H: -0.892341 3.919866 5.609970
H: 0.546151 -1.638255 -2.131791
H: -2.173861 4.728924 4.745950
H: 0.117789 4.303996 1.286757
H: 2.006815 -4.621297 -4.108496
H: -0.874166 -2.399068 -3.216568

Forces on the atoms, in the same order (eV/Å):
-0.7920 -1.5644 0.4703
-2.9422 0.2784 0.3471
1.8737 1.7912 -2.3917
-3.3653 0.5929 2.1981
0.9834 0.0331 0.1196
-2.1856 -1.8178 -0.2139
0.6589 -0.1897 -0.0382
0.4508 0.1251 -0.2740
-0.9001 1.0435 -0.8319
2.2064 1.3693 0.4471
0.1090 -0.3238 1.9833
-1.1847 0.1590 -0.8711
1.9196 0.7609 -0.4059
0.0253 -0.2494 -1.8637
-0.9369 0.5754 0.3484
1.2747 -0.4282 -0.2204
0.1170 -0.9225 -0.0454
0.0930 -1.3911 0.5865
2.5950 0.1579 0.6558

Summary:
M (g mol⁻¹): 107.22
HOMO-LUMO gap (eV): 9.517
F_max (eV/Å): 4.1
HOMO (eV): -8.505
Spin multiplicity: 1
LUMO energy (eV): 1.0
Total charge: 0
ΔE to the lowest compared entry with this formula, charge and spin (kJ/mol): 272.64

=====

Molecular formula: C4H13NS
Method: DFT, ωB97M-V/def2-TZVPD

Cartesian coordinates (Å):
S: -0.608350 -2.283913 0.537411
N: -0.116273 1.489364 1.759845
C: -1.252521 -1.689463 -0.981384
C: 0.756668 1.986394 -0.539908
C: -0.474078 1.639074 0.346083
C: 1.175859 -1.991019 0.277358
H: 1.226255 -2.346316 -0.751300
H: -1.122723 2.505617 0.222381
H: 1.673230 1.473303 -0.243844
H: 0.320304 0.597360 1.951129
H: 1.848433 -2.576228 0.896411
H: 0.944277 3.047623 -0.460648
H: 1.468509 -0.955848 0.448919
H: -0.956990 0.780243 -0.116681
H: -0.986720 1.522327 2.275192
H: -0.659290 -1.017737 -1.596043
H: 0.541285 1.589437 -1.535490
H: -1.537259 -2.542527 -1.623958
H: -2.240615 -1.227692 -0.865474

Forces on the atoms, in the same order (eV/Å):
0.6119 0.0779 1.7210
-0.5528 0.4473 -0.3731
-1.6388 -0.5740 -1.8695
-0.4473 -0.9722 0.5680
1.3682 0.3331 -0.5939
-0.5315 -0.1784 -0.4763
0.9561 0.4703 -0.0442
-0.3421 -0.1687 0.3136
-0.0742 -0.0900 0.3299
-0.0826 -0.1137 -0.1203
-0.4379 -0.4571 0.1731
0.1407 0.2298 -0.4969
-0.2086 0.1050 -0.4856
-0.2638 -0.2134 0.3104
0.1493 -0.1533 0.3512
0.3752 0.0871 0.3676
0.0959 0.7414 -0.2387
0.5410 0.1374 0.0512
0.3414 0.2915 0.5123

Summary:
M (g mol⁻¹): 107.22
HOMO-LUMO gap (eV): 9.461
F_max (eV/Å): 2.6
HOMO (eV): -8.548
Spin multiplicity: 1
LUMO energy (eV): 0.9
Total charge: 0
ΔE to the lowest compared entry with this formula, charge and spin (kJ/mol): 67.38